Entry 1:
{
  "formula": "C5H11NO",
  "method": "the ωB97M-V functional and the def2-TZVPD basis",
  "species": ["C", "C", "N", "C", "C", "C", "O", "H", "H", "H", "H", "H", "H", "H", "H", "H", "H", "H"],
  "xyz": [[1.394, -1.339, 0.232], [0.242, -0.807, -0.625], [-0.558, 0.152, -0.093], [-0.523, 0.629, 1.291], [0.736, 1.412, 1.714], [-1.424, 0.863, -1.062], [0.119, -1.216, -1.755], [1.129, -1.477, 1.282], [2.093, -0.502, 0.317], [1.801, -2.235, -0.214], [-0.838, -0.207, 1.912], [-1.291, 1.408, 1.355], [0.908, 2.190, 0.983], [1.568, 0.712, 1.791], [0.609, 1.797, 2.724], [-2.353, 1.078, -0.537], [-0.902, 1.777, -1.338], [-1.556, 0.250, -1.944]],
  "gap_ev": 10.01,
  "smiles": "CCN(C)C(C)=O"
}

=====

Entry 2:
{
  "formula": "C11H4BrCrN2O2S2Se4",
  "method": "the ωB97M-V functional and the def2-TZVPD basis",
  "species": ["Cr", "S", "C", "C", "N", "C", "S", "C", "N", "Se", "Se", "Se", "Se", "Br", "C", "C", "C", "C", "C", "C", "C", "O", "O", "H", "H", "H", "H"],
  "xyz": [[0.099, 0.230, 0.385], [-0.299, -1.373, 2.038], [-1.398, -2.476, 1.280], [-1.684, -3.649, 1.985], [-1.894, -4.611, 2.584], [-1.966, -2.237, 0.043], [-1.641, -0.803, -0.880], [-2.833, -3.162, -0.542], [-3.546, -3.911, -1.052], [1.676, 1.497, 1.783], [3.120, 2.049, 0.043], [3.712, -0.102, -0.721], [1.625, -1.126, -0.910], [-3.179, 7.806, -1.750], [-2.468, 6.101, -1.263], [-2.887, 5.512, -0.078], [-2.362, 4.288, 0.275], [-1.430, 3.655, -0.552], [-1.018, 4.274, -1.737], [-1.542, 5.495, -2.102], [-0.877, 2.349, -0.177], [-1.266, 1.736, 0.854], [0.019, 1.811, -0.887], [-3.606, 6.011, 0.556], [-2.655, 3.800, 1.193], [-0.282, 3.774, -2.350], [-1.236, 5.977, -3.021]],
  "gap_ev": [4.86, 4.89],
  "charge": -2,
  "s2": 0.78,
  "spin_multiplicity": 2
}

=====

Entry 3:
{
  "formula": "C5H7NO",
  "method": "the ωB97M-V functional and the def2-TZVPD basis",
  "species": ["O", "C", "C", "C", "C", "C", "N", "H", "H", "H", "H", "H", "H", "H"],
  "xyz": [[1.629, 0.454, 0.977], [1.262, 1.335, 0.217], [0.287, 0.880, -0.809], [0.497, -0.592, -0.757], [-0.410, -1.305, 0.114], [-1.216, -0.120, 0.673], [-1.061, 0.880, -0.351], [1.597, 2.332, 0.439], [0.365, 1.356, -1.796], [1.104, -1.111, -1.474], [0.093, -1.982, 0.801], [-1.066, -1.918, -0.505], [-0.804, 0.145, 1.659], [-2.276, -0.354, 0.811]],
  "gap_ev": [9.72, 7.25]
}

=====

Entry 4:
{
  "formula": "H34O17",
  "method": "the ωB97M-V functional and the def2-TZVPD basis",
  "species": ["O", "H", "H", "O", "H", "H", "O", "H", "H", "O", "H", "H", "O", "H", "H", "O", "H", "H", "O", "H", "H", "O", "H", "H", "O", "H", "H", "O", "H", "H", "O", "H", "H", "O", "H", "H", "O", "H", "H", "O", "H", "H", "O", "H", "H", "O", "H", "H", "O", "H", "H"],
  "xyz": [[1.780, 2.739, -4.878], [1.380, 2.055, -5.411], [2.678, 2.397, -4.852], [-1.526, -2.749, 0.776], [-1.518, -1.805, 0.964], [-0.996, -2.661, -0.030], [-3.043, 2.550, 2.068], [-2.499, 3.066, 1.487], [-3.635, 3.171, 2.497], [0.103, 3.743, 1.170], [0.589, 3.136, 0.608], [-0.627, 3.952, 0.590], [-2.219, -3.119, 3.279], [-2.137, -2.368, 3.819], [-1.315, -3.412, 3.196], [-1.123, -4.234, -2.382], [-1.909, -3.722, -2.204], [-1.308, -5.153, -2.563], [2.623, -1.750, 4.136], [2.686, -1.503, 3.211], [3.505, -1.782, 4.487], [1.309, 4.073, -2.480], [1.061, 4.569, -3.276], [0.915, 3.244, -2.810], [3.126, -3.422, 0.666], [2.998, -3.022, 1.531], [2.395, -4.045, 0.721], [2.591, 1.528, -2.708], [2.544, 2.436, -2.365], [3.550, 1.446, -2.793], [-4.548, 1.133, 3.801], [-4.856, 1.571, 3.006], [-4.875, 0.234, 3.742], [-2.563, -1.631, -2.347], [-3.201, -2.313, -2.146], [-2.599, -1.269, -3.229], [0.121, 0.308, 1.196], [1.062, 0.139, 1.128], [-0.091, 1.205, 0.933], [3.640, 0.108, 1.714], [3.633, 0.000, 0.747], [4.233, 0.874, 1.653], [-0.900, 2.073, -3.464], [-0.999, 1.161, -3.172], [-0.129, 2.348, -2.964], [-1.442, 0.158, 3.791], [-1.805, 0.057, 2.903], [-0.515, 0.138, 3.551], [1.595, -2.078, -2.254], [0.647, -2.262, -2.216], [1.613, -1.310, -2.828]],
  "gap_ev": 9.77
}

=====

E for every record listed, in sequence, given in eV: -8900.93812 -400071.27207 -8831.44772 -35357.51794.
Relative energy (zero: lowest compared OMol25 entry of this formula, charge and spin) for every record listed, in sequence, given in kcal/mol: 17.5 6.1 109.7 103.6.